[1]
The molecule C5H11NSi in a non-equilibrium geometry. Source: the Open Molecules 2025 dataset; level of theory: ωB97M-V with the def2-TZVPD basis set.

As for the spin multiplicity: 1. The charge is 0. Its total energy is -14728.383 eV. Its HOMO energy is -9.08 eV.

Atoms and positions in Å:
C -1.03 2.70 1.33
C -0.14 2.23 0.63
C 0.24 1.45 -0.46
Si 0.28 -0.38 0.07
C 1.47 -1.65 -0.97
C -1.41 -0.84 -0.77
N 0.26 -0.42 1.92
H -1.85 2.78 2.06
H 1.28 1.72 -0.65
H 0.08 1.49 -1.54
H 1.82 -1.20 -1.89
H 2.37 -2.06 -0.57
H 0.84 -2.55 -1.06
H -2.01 0.02 -0.59
H -1.22 -0.89 -1.79
H -1.91 -1.78 -0.51
H -0.14 -0.86 2.70
H 1.07 0.24 2.11

Löwdin atomic charge list, values in e, 8 entries:
1 C 0.10
2 C -0.26
3 C -0.32
4 Si 0.62
5 C -0.17
6 C -0.19
7 N -0.08
8 H 0.05

[2]
A cluster of 9 separate species, C4H25N2O10 in total in a non-equilibrium geometry. Source: the Open Molecules 2025 dataset; level of theory: ωB97M-V with the def2-TZVPD basis set.

As for the spin multiplicity: 2. The charge is 0. Its total energy is -28006.619 eV. Its HOMO energy (alpha / beta) is -10.68 / -10.58 eV.

Atoms and positions in Å:
C 1.34 -0.71 -0.14
N 0.57 -0.79 -1.34
C -0.72 -0.07 -1.37
O -1.54 -0.81 -1.97
O -0.91 1.03 -0.88
C 0.85 -1.30 1.29
C -0.21 -2.38 1.32
N 0.55 -0.26 2.25
H 2.16 -1.41 -0.36
H 1.73 0.27 0.14
H 0.67 -1.66 -1.83
H 1.78 -1.75 1.67
H -1.11 -2.03 0.82
H 0.25 -3.25 0.85
H -0.46 -2.69 2.33
H -0.36 0.13 2.01
H 1.22 0.48 2.23
H -0.06 2.92 2.48
H -0.49 2.06 1.30
O -0.76 2.30 2.20
H 2.14 2.37 -2.45
H 3.39 2.14 -1.68
O 3.09 2.35 -2.57
H -2.78 -0.44 -0.01
H -2.80 0.99 0.37
O -3.00 0.13 0.73
H -3.87 1.14 2.86
H -2.67 2.06 2.79
O -3.52 1.97 3.22
H 0.88 -3.94 -3.26
H 0.22 -4.55 -2.11
O 0.77 -4.82 -2.87
H 3.37 2.89 1.61
H 4.30 2.30 0.56
O 4.24 3.02 1.19
H -1.48 -2.71 -2.02
H -2.16 -3.21 -0.76
O -1.66 -3.53 -1.52
H 0.41 3.66 -0.22
H 0.41 1.95 -0.19
O 0.83 2.82 -0.04

Löwdin atomic charge list, values in e, 8 entries:
1 C -0.08
2 N 0.21
3 C -0.65
4 O 0.06
5 O 0.04
6 C -0.36
7 C -0.03
8 N 0.11

[3]
The molecule C3H5NO in a non-equilibrium geometry. Source: the Open Molecules 2025 dataset; level of theory: ωB97M-V with the def2-TZVPD basis set.

As for the spin multiplicity: 1. The charge is 0. Its total energy is -6726.847 eV. Its HOMO energy is -9.92 eV.

Atoms and positions in Å:
C -1.81 -0.42 0.12
N -0.83 -0.18 -0.54
C 0.30 0.29 0.22
C 1.52 0.37 -0.50
O 1.27 -0.71 0.35
H -2.56 -1.01 -0.27
H -1.84 -0.43 1.17
H 0.17 0.94 1.10
H 1.55 0.12 -1.60
H 2.22 1.03 -0.04

Löwdin atomic charge list, values in e, 8 entries:
1 C -0.06
2 N 0.06
3 C -0.38
4 C -0.14
5 O -0.01
6 H 0.05
7 H 0.07
8 H 0.15

[4]
The molecule C6H5NO4 in a non-equilibrium geometry. Source: the Open Molecules 2025 dataset; level of theory: ωB97M-V with the def2-TZVPD basis set.

As for the spin multiplicity: 1. The charge is 0. Its total energy is -15977.176 eV. Its HOMO energy is -9.05 eV.

Atoms and positions in Å:
O -2.23 -1.36 -0.44
N -1.95 -0.16 0.11
O -2.82 0.72 0.68
C -0.63 0.37 -0.06
C -0.37 1.79 -0.41
C 1.01 2.16 -0.25
C 2.06 1.16 0.11
C 1.73 -0.19 0.09
O 2.65 -1.17 0.19
C 0.34 -0.60 -0.01
O 0.42 -1.96 -0.08
H -1.17 2.58 -0.65
H 1.09 3.28 -0.05
H 3.14 1.49 0.32
H 2.16 -1.94 0.57
H -0.50 -2.28 -0.65

Löwdin atomic charge list, values in e, 8 entries:
1 O -0.01
2 N -0.18
3 O 0.02
4 C -0.13
5 C 0.00
6 C -0.07
7 C 0.02
8 C -0.27

[5]
The molecule C2H8N2 in a non-equilibrium geometry. Source: the Open Molecules 2025 dataset; level of theory: ωB97M-V with the def2-TZVPD basis set.

As for the spin multiplicity: 1. The charge is 0. Its total energy is -5181.151 eV. Its HOMO energy is -7.53 eV.

Atoms and positions in Å:
C 1.10 0.12 0.58
C -1.46 -0.12 -0.14
N -0.11 -0.69 -0.24
N 1.68 0.76 -0.51
H 0.52 -0.19 -1.09
H 1.46 1.76 -0.50
H -0.11 -1.71 -0.14
H 0.61 0.68 1.38
H 1.69 -0.71 1.00
H -1.38 0.95 -0.29
H -2.12 -0.53 -0.90
H -1.89 -0.31 0.85

Löwdin atomic charge list, values in e, 8 entries:
1 C -0.34
2 C -0.10
3 N -0.09
4 N -0.14
5 H 0.14
6 H -0.01
7 H 0.13
8 H 0.09

[6]
A structure of composition Cl16K7O64 in a non-equilibrium geometry. Source: the Open Molecules 2025 dataset; level of theory: ωB97M-V with the def2-TZVPD basis set.

As for the spin multiplicity: 1. The charge is -9. Its total energy is -445534.315 eV. Its HOMO energy is 7.95 eV.

Atoms and positions in Å:
K -0.07 3.63 3.21
K -4.37 -0.21 2.05
K 3.47 0.22 -0.06
K -2.44 -2.15 -3.28
K 0.35 3.66 -2.16
K -1.20 -5.69 -0.31
K 0.40 -2.02 4.04
Cl 0.56 -4.67 -3.54
O -0.82 -5.02 -3.51
O 1.29 -5.64 -4.29
O 0.72 -3.39 -4.12
O 1.14 -4.66 -2.20
Cl -6.85 1.16 0.14
O -7.61 0.06 0.55
O -6.49 2.02 1.25
O -5.62 0.89 -0.50
O -7.67 1.92 -0.76
Cl 3.04 5.65 2.11
O 2.47 5.63 3.44
O 2.38 4.79 1.18
O 2.89 6.99 1.61
O 4.47 5.35 2.15
Cl -1.53 4.51 -5.30
O -2.53 5.07 -4.42
O -0.30 5.18 -5.20
O -1.23 3.23 -4.87
O -2.05 4.52 -6.67
Cl -1.65 1.18 5.51
O -3.04 1.01 5.85
O -0.90 0.56 6.56
O -1.32 0.60 4.27
O -1.24 2.56 5.61
Cl 3.14 0.61 -4.84
O 3.52 0.33 -3.48
O 3.12 -0.54 -5.68
O 1.80 1.21 -4.88
O 4.17 1.43 -5.37
Cl -2.62 3.80 0.58
O -2.91 3.48 -0.80
O -3.62 4.63 1.22
O -2.68 2.60 1.37
O -1.30 4.42 0.68
Cl -2.87 -3.20 5.42
O -3.05 -4.64 5.50
O -1.75 -2.84 6.33
O -2.45 -2.95 4.11
O -4.08 -2.43 5.77
Cl -0.24 -0.30 -0.63
O -1.62 -0.15 -1.03
O 0.37 -1.22 -1.56
O 0.39 0.99 -0.76
O -0.31 -0.85 0.71
Cl 3.13 1.51 3.82
O 2.45 2.52 4.60
O 2.44 1.22 2.58
O 4.49 1.96 3.46
O 3.04 0.28 4.53
Cl 4.24 -2.70 2.40
O 5.01 -3.51 1.51
O 4.39 -2.97 3.84
O 4.84 -1.43 2.10
O 2.88 -2.63 1.97
Cl 0.67 -5.90 3.31
O -0.18 -5.07 2.54
O -0.09 -7.03 3.78
O 1.80 -6.42 2.50
O 1.25 -5.22 4.44
Cl 4.74 4.33 -2.03
O 4.92 3.93 -3.39
O 5.41 5.57 -1.76
O 3.31 4.56 -1.85
O 5.30 3.30 -1.18
Cl -4.64 -3.51 -0.17
O -4.81 -2.21 -0.70
O -4.27 -4.55 -1.13
O -3.53 -3.42 0.75
O -5.84 -3.96 0.52
Cl 5.93 -2.18 -2.01
O 6.13 -1.91 -3.37
O 6.17 -1.05 -1.18
O 4.59 -2.65 -1.93
O 6.82 -3.24 -1.71
Cl -4.35 0.22 -5.46
O -4.58 -0.19 -4.06
O -5.29 -0.55 -6.24
O -4.63 1.60 -5.64
O -2.98 -0.02 -5.84

Löwdin atomic charge list, values in e, 8 entries:
1 K 0.81
2 K 0.80
3 K 0.77
4 K 0.80
5 K 0.81
6 K 0.85
7 K 0.77
8 Cl 0.59

[7]
The molecule C2HCl4OP in a non-equilibrium geometry. Source: the Open Molecules 2025 dataset; level of theory: ωB97M-V with the def2-TZVPD basis set.

As for the spin multiplicity: 1. The charge is 0. Its total energy is -63517.044 eV. Its HOMO energy is -9.74 eV.

Atoms and positions in Å:
O -1.70 1.19 0.46
P -1.26 -0.13 -0.01
Cl -2.35 -0.83 -1.49
Cl -1.35 -1.47 1.37
C 0.49 -0.06 -0.68
C 1.45 0.34 0.31
Cl 3.01 0.41 -0.21
Cl 1.01 0.52 1.97
H 0.71 0.04 -1.72

Löwdin atomic charge list, values in e, 8 entries:
1 O -0.42
2 P -0.27
3 Cl 0.39
4 Cl 0.41
5 C -0.28
6 C -1.25
7 Cl 0.73
8 Cl 0.65

[8]
A cluster of 2 separate species, C5H12NO in total in a non-equilibrium geometry. Source: the Open Molecules 2025 dataset; level of theory: ωB97M-V with the def2-TZVPD basis set.

As for the spin multiplicity: 1. The charge is +1. Its total energy is -8902.617 eV. Its HOMO energy is -13.84 eV.

Atoms and positions in Å:
C -2.48 -0.53 -0.08
C -1.73 -0.48 1.28
C -0.23 -0.80 1.30
C 0.64 -0.08 0.49
N 1.95 -0.51 0.00
C 2.53 0.23 -1.15
H -2.00 0.18 -0.81
H -3.61 -0.27 -0.09
H -2.34 -1.45 -0.71
H -2.44 -1.12 1.79
H -1.94 0.64 1.64
H 0.23 -1.72 1.78
H 0.10 0.69 -0.40
H 2.59 -0.91 0.70
H 3.36 -0.41 -1.75
H 2.87 1.30 -0.76
H -0.84 2.55 -0.87
H 1.63 0.39 -1.90
O -0.45 1.70 -1.20

Löwdin atomic charge list, values in e, 8 entries:
1 C -0.12
2 C -0.20
3 C 0.07
4 C 0.02
5 N 0.04
6 C -0.06
7 H 0.05
8 H 0.13

[9]
The molecule C4H7NO2S in a non-equilibrium geometry. Source: the Open Molecules 2025 dataset; level of theory: ωB97M-V with the def2-TZVPD basis set.

As for the spin multiplicity: 1. The charge is 0. Its total energy is -20677.489 eV. Its HOMO energy is -8.81 eV.

Atoms and positions in Å:
N -1.27 -0.36 1.51
C -0.39 -0.32 0.18
C -1.08 0.32 -0.96
O -0.47 0.56 -2.09
O -2.31 0.82 -0.56
C 1.14 -0.11 0.07
C 1.88 0.50 -0.99
S 1.86 -1.34 -1.07
H -1.74 -1.38 2.02
H -0.88 0.16 2.42
H -0.47 -1.50 0.23
H -2.35 0.36 0.33
H 1.82 0.25 1.05
H 1.40 1.16 -1.62
H 2.85 0.88 -0.51

Löwdin atomic charge list, values in e, 8 entries:
1 N -0.07
2 C -0.28
3 C -0.39
4 O 0.00
5 O 0.08
6 C -0.59
7 C -0.45
8 S 0.84

[10]
A cluster of 6 separate species, CH15NO6 in total in a non-equilibrium geometry. Source: the Open Molecules 2025 dataset; level of theory: ωB97M-V with the def2-TZVPD basis set.

As for the spin multiplicity: 1. The charge is 0. Its total energy is -15055.309 eV. Its HOMO energy is -9.27 eV.

Atoms and positions in Å:
N 0.78 1.58 1.17
C 0.58 0.37 1.90
O 0.30 -0.74 1.03
H 1.63 2.06 1.30
H 0.33 1.62 0.27
H 1.52 0.13 2.40
H -0.25 0.43 2.58
H 0.54 -0.48 0.13
O 0.76 -3.59 2.90
H 0.33 -2.93 2.33
H 1.46 -3.84 2.27
O 2.28 3.47 -4.02
H 2.74 2.81 -3.50
H 2.98 3.77 -4.61
O -2.13 -1.87 0.37
H -2.69 -2.47 0.88
H -1.43 -1.49 0.93
O 0.13 0.62 -1.77
H 0.11 -0.29 -2.09
H -0.81 0.79 -1.57
O -2.51 0.46 -0.97
H -2.66 -0.02 -0.13
H -3.05 -0.09 -1.55

Löwdin atomic charge list, values in e, 8 entries:
1 N 0.04
2 C -0.30
3 O -0.11
4 H 0.06
5 H 0.05
6 H 0.11
7 H 0.10
8 H 0.06

[11]
A cluster of 2 separate species, C3H2N2O2 in total in a non-equilibrium geometry. Source: the Open Molecules 2025 dataset; level of theory: ωB97M-V with the def2-TZVPD basis set.

As for the spin multiplicity: 1. The charge is 0. Its total energy is -10212.647 eV. Its HOMO energy is -9.24 eV.

Atoms and positions in Å:
C -1.40 1.63 0.02
C 1.61 -0.49 0.01
C -1.46 0.26 0.09
N -1.25 2.77 -0.06
N 0.36 -0.80 -0.09
O -2.08 -0.72 -0.05
O -0.16 -1.87 -0.01
H 2.35 -1.27 -0.13
H 2.03 0.50 0.23

Löwdin atomic charge list, values in e, 8 entries:
1 C -0.14
2 C 0.02
3 C -0.16
4 N 0.22
5 N -0.23
6 O 0.19
7 O -0.03
8 H 0.07

[12]
The ion C11H13N2O2 with charge +1 in a non-equilibrium geometry. Source: the Open Molecules 2025 dataset; level of theory: ωB97M-V with the def2-TZVPD basis set.

As for the spin multiplicity: 1. The charge is +1. Its total energy is -18685.077 eV. Its HOMO energy is -12.31 eV.

Atoms and positions in Å:
C 0.16 -2.44 -0.07
C -0.71 -1.17 0.06
O -2.02 -1.66 0.24
C -0.72 -0.10 -1.01
C -1.08 -0.20 -2.30
C -1.03 0.86 -3.12
C -0.56 2.09 -2.72
C -0.04 2.23 -1.46
C -0.19 1.13 -0.60
N 0.16 1.02 0.86
C 1.26 1.57 1.58
O 1.75 2.62 1.41
C 1.67 0.43 2.60
N 0.90 -0.78 2.14
C -0.23 -0.27 1.42
H -0.49 -3.07 -0.77
H 0.24 -3.10 0.87
H 1.10 -2.12 -0.45
H -2.59 -1.00 -0.19
H -1.34 -1.11 -2.70
H -1.28 0.80 -4.20
H -0.69 2.79 -3.43
H 0.43 3.11 -1.09
H 2.77 0.37 2.61
H 1.35 0.82 3.65
H 1.59 -1.33 1.63
H 0.63 -1.42 2.86
H -1.01 -0.05 2.16

Löwdin atomic charge list, values in e, 8 entries:
1 C 0.00
2 C -0.38
3 O 0.01
4 C -0.13
5 C -0.04
6 C -0.06
7 C -0.04
8 C 0.04